78
Properties=species:S:1:pos:R:3:lowdin_charge:R:1 method="wB97M-V/def2-TZVPD" gap_ev=7.15 energy_ev=-409967.58426 homo_energy_ha=-0.196 total_charge=-1 max_force_ev_per_a=2.267 molar_mass_g_mol=1432.99 spin_multiplicity=1
O 2.94520 -0.84170 2.44455 0.057
N 3.24178 -1.53860 1.56045 -0.100
O 2.94068 -0.95448 0.29869 -0.125
C 1.59430 -1.28129 -0.10565 -0.159
C 1.15531 -0.33788 -1.21805 -0.233
N -0.29977 -0.46851 -1.40293 0.027
C -0.82956 -1.70870 -1.94682 -0.249
O -1.75232 -2.27521 -1.01420 -0.043
C -2.77430 -1.38300 -0.78547 -0.299
C -2.63993 -0.62716 0.35032 -0.035
C -3.51488 0.38555 0.67711 -0.155
C -4.58904 0.61515 -0.17420 -0.120
C -4.75007 -0.16727 -1.31183 -0.104
C -3.83803 -1.16521 -1.64872 0.005
C 1.30989 1.16358 -0.80144 -0.607
O 1.22025 1.38361 0.43280 -0.077
O 1.41604 1.96960 -1.74708 -0.017
H 1.62070 -2.30867 -0.49069 0.117
H 0.91396 -1.23144 0.74329 0.118
H 1.66571 -0.55218 -2.15526 0.140
H -0.66294 -0.32920 -0.46819 0.076
H -0.07913 -2.46631 -2.17884 0.129
H -1.33323 -1.44702 -2.87959 0.011
H -1.78495 -0.80548 0.99231 0.116
H -3.23252 0.94396 1.54430 -0.050
H -5.29165 1.41521 0.02158 0.053
H -5.58065 0.03867 -1.97466 0.005
H -3.93808 -1.74405 -2.55737 0.114
C -4.32164 4.11344 3.11628 -1.553
Cl -4.30578 2.83114 1.91339 0.607
Cl -3.32510 5.47683 2.62134 0.536
Cl -5.98030 4.64975 3.44611 0.509
H -3.91133 3.72508 4.03658 -0.056
C 5.41964 -4.31057 4.27831 -1.532
Cl 5.83433 -3.78019 5.92004 0.520
Cl 4.19764 -5.58545 4.33735 0.525
Cl 4.86812 -2.95606 3.31756 0.570
H 6.31303 -4.72120 3.82610 0.005
C -4.08950 -0.38510 4.85666 -1.525
Cl -5.32722 -0.85030 3.69330 0.546
Cl -2.52797 -1.06902 4.42148 0.541
Cl -3.98874 1.37748 4.98058 0.547
H -4.37096 -0.76939 5.82715 0.008
C 8.31234 -2.60234 0.85218 -1.552
Cl 8.80620 -2.53194 2.55168 0.517
Cl 8.54514 -4.23543 0.21221 0.516
Cl 6.65152 -2.08341 0.66238 0.515
H 8.94957 -1.93194 0.29138 -0.047
C -1.31635 -0.66435 -6.29515 -1.530
Cl -0.77776 -0.21142 -4.69139 0.642
Cl -2.77406 -1.67276 -6.21288 0.507
Cl -1.60829 0.77050 -7.28280 0.496
H -0.53875 -1.24639 -6.77043 0.010
C -0.95850 5.04389 -7.53237 -1.556
Cl 0.42957 5.28527 -8.60032 0.509
Cl -2.13111 3.95079 -8.27826 0.490
Cl -0.45114 4.44044 -5.96449 0.554
H -1.44063 6.00157 -7.39312 0.007
C 0.12779 2.74054 2.10695 -1.495
Cl 1.24282 3.23777 3.38571 0.501
Cl -1.35881 2.06101 2.82610 0.507
Cl -0.24886 4.08201 1.04225 0.544
H 0.60863 1.96629 1.50824 -0.116
C -8.84249 0.79108 -3.37371 -1.542
Cl -8.58843 -0.74026 -4.21192 0.526
Cl -10.51391 0.92999 -2.81787 0.516
Cl -7.71126 0.96536 -2.03752 0.603
H -8.65809 1.59155 -4.07691 0.011
C 2.76167 -1.82303 7.48396 -1.565
Cl 3.13655 -1.27701 9.12476 0.506
Cl 1.55627 -3.11200 7.51636 0.511
Cl 2.22422 -0.48402 6.48039 0.544
H 3.66759 -2.22583 7.05242 -0.041
C 8.64820 0.28810 -2.52012 -1.544
Cl 9.38823 -0.86956 -3.63114 0.516
Cl 6.98094 -0.13021 -2.18305 0.551
Cl 9.59787 0.40606 -1.02890 0.534
H 8.66631 1.26128 -2.99129 0.010

***

48
Properties=species:S:1:pos:R:3:lowdin_charge:R:1 method="wB97M-V/def2-TZVPD" gap_ev=3.84 energy_ev=-77312.79902 homo_energy_ha=-0.125 total_charge=-1 max_force_ev_per_a=3.151 de_lowest_ev=1.058 molar_mass_g_mol=451.20 spin_multiplicity=1
Cl -1.38694 0.22614 3.41150 0.780
C -0.42062 -1.06438 2.80474 -0.671
C -1.07032 -2.26908 2.55977 -0.646
Cl -2.69882 -2.30508 2.04425 0.752
C -0.44516 -3.56461 2.81209 -0.331
O -1.06355 -4.62290 2.86180 0.089
C 1.08746 -3.56000 3.03888 -0.329
O 1.68826 -4.61166 3.21757 0.095
C 1.72438 -2.24490 3.00948 -0.625
Cl 3.42260 -2.25197 3.10143 0.732
C 0.99898 -1.06685 3.01696 -0.659
Cl 1.81093 0.40214 3.32678 0.773
C 0.55723 4.35290 -0.03573 -0.092
C -0.10737 2.99999 0.22901 -0.552
C -0.05867 2.78242 1.73681 -0.109
C -1.57574 3.07546 -0.21751 -0.049
C 0.59658 1.86877 -0.55584 -0.098
C 0.17367 0.45262 -0.41032 -0.293
O -0.28601 -0.01730 0.66989 -0.112
C 0.39203 -0.39126 -1.60808 -0.101
C -0.50930 -1.61129 -1.88710 -0.549
C -0.00624 -2.40160 -3.09363 -0.089
C -1.93438 -1.11612 -2.17341 -0.047
C -0.55866 -2.57167 -0.70440 -0.069
C 1.40941 -0.03567 -2.47407 -0.091
C 2.05682 1.19674 -2.36787 -0.141
C 1.61580 2.14727 -1.44690 -0.094
H 0.49939 4.62228 -1.09661 0.080
H 0.04213 5.13145 0.54171 0.078
H 1.60597 4.33580 0.28762 0.082
H -0.49096 1.80974 1.98114 -0.026
H 0.97575 2.79573 2.09801 0.058
H -0.63020 3.57286 2.24854 0.082
H -2.09385 2.12660 -0.03472 0.082
H -2.09538 3.87030 0.33357 0.075
H -1.62500 3.30431 -1.28978 0.085
H 1.01302 -2.76371 -2.91405 0.084
H -0.64900 -3.27422 -3.26051 0.078
H -0.02490 -1.79033 -4.00238 0.078
H -2.33973 -0.56103 -1.32054 0.080
H -1.93281 -0.45523 -3.04826 0.085
H -2.59938 -1.96304 -2.38195 0.077
H -0.99770 -2.07422 0.15730 0.011
H -1.17889 -3.44820 -0.94135 0.087
H 0.44453 -2.91695 -0.42719 0.097
H 1.71386 -0.70167 -3.28637 0.089
H 2.87916 1.43917 -3.03673 0.074
H 2.07162 3.14224 -1.47359 0.089

***

97
Properties=species:S:1:pos:R:3:lowdin_charge:R:1 method="wB97M-V/def2-TZVPD" gap_ev=10.28 energy_ev=-678747.50296 homo_energy_ha=-0.386 total_charge=0 max_force_ev_per_a=3.375 molar_mass_g_mol=2165.55 spin_multiplicity=1
O 3.13793 -2.05303 -0.30373 0.115
C 3.62232 -1.02959 0.06872 -0.635
O 2.92340 0.10933 0.26813 0.037
C 5.10295 -0.88620 0.33281 -0.318
S 5.69515 0.48569 -0.71758 1.109
C 7.19762 -0.40024 -1.69215 -0.831
O 7.02172 -0.29895 -2.87312 0.052
O 7.97069 -0.90847 -0.91371 0.010
H 2.47781 0.28342 -0.57600 0.034
H 5.31874 -0.63909 1.35901 0.076
H 5.63225 -1.77437 0.03375 0.097
H 6.18814 1.35457 0.17880 -0.010
C 1.77417 3.29528 -1.76909 -1.495
Cl 0.73870 4.24231 -2.82620 0.535
Cl 2.18415 1.70750 -2.48518 0.531
Cl 3.25325 4.17696 -1.38722 0.544
H 1.24255 3.11275 -0.84381 0.002
C 0.22032 -4.10584 -0.08880 -1.493
Cl -0.38887 -3.55800 1.47856 0.564
Cl 0.69207 -5.80128 -0.01992 0.519
Cl -1.00221 -3.84556 -1.33639 0.598
H 1.09431 -3.51483 -0.33657 -0.008
C -2.12851 1.83895 -4.50359 -1.510
Cl -3.39616 1.28739 -3.40475 0.516
Cl -2.35349 3.54531 -4.91209 0.502
Cl -0.50835 1.56473 -3.86267 0.457
H -2.21842 1.26378 -5.41538 0.009
C 2.55387 -2.76504 3.59191 -1.548
Cl 2.04096 -1.13685 4.01889 0.542
Cl 4.12924 -2.73301 2.79640 0.601
Cl 2.58531 -3.81353 5.00521 0.546
H 1.84159 -3.15444 2.88012 -0.056
C 0.71484 -10.10009 -1.09709 -1.538
Cl 1.29146 -8.77057 -0.09436 0.463
Cl -0.76787 -9.65336 -1.94165 0.534
Cl 1.95953 -10.60403 -2.24190 0.523
H 0.49512 -10.93739 -0.44885 0.015
C -1.78134 5.43249 1.43852 -1.548
Cl -2.63732 6.26230 0.14220 0.523
Cl -1.40921 3.75867 1.00206 0.520
Cl -0.31323 6.29759 1.87984 0.486
H -2.43305 5.41049 2.30212 0.013
C -6.59766 0.42486 -1.14467 -1.570
Cl -7.52645 1.37670 -2.30369 0.511
Cl -6.02468 -1.07304 -1.88269 0.526
Cl -5.24568 1.36341 -0.50906 0.509
H -7.24580 0.16723 -0.31977 -0.065
C -9.84310 1.24347 1.48220 -1.540
Cl -9.90758 0.30951 -0.01970 0.560
Cl -8.41426 0.79885 2.41951 0.551
Cl -9.85307 2.97094 1.14525 0.530
H -10.72013 1.00121 2.06819 -0.071
C -12.37864 1.59210 -2.52900 -1.562
Cl -13.92127 0.75082 -2.71236 0.523
Cl -11.77149 2.13628 -4.09295 0.533
Cl -12.53539 2.93761 -1.40508 0.491
H -11.66369 0.89435 -2.11591 -0.039
C -0.18478 -2.71346 -4.14763 -1.580
Cl 0.49401 -1.38291 -3.21204 0.486
Cl -1.73120 -2.23877 -4.85949 0.533
Cl 0.94356 -3.24725 -5.39145 0.544
H -0.36447 -3.54066 -3.47601 -0.095
C -3.86173 7.58485 -4.58324 -1.547
Cl -2.71576 6.70896 -5.59477 0.509
Cl -5.48106 6.90891 -4.75222 0.533
Cl -3.35059 7.60720 -2.89456 0.508
H -3.88684 8.61001 -4.92547 0.009
C 10.79001 -3.14932 -1.16328 -1.541
Cl 11.06925 -3.84306 -2.75892 0.531
Cl 10.09600 -4.34677 -0.07085 0.523
Cl 12.29230 -2.49631 -0.49715 0.533
H 10.08117 -2.33527 -1.26257 -0.013
C 15.01834 -4.50653 1.17476 -1.573
Cl 15.30927 -5.18715 -0.42382 0.519
Cl 14.28730 -5.70395 2.24391 0.520
Cl 16.51157 -3.87301 1.87164 0.520
H 14.32216 -3.68664 1.06716 -0.042
C 0.41095 5.09232 6.09101 -1.547
Cl 0.05716 4.34262 4.53219 0.511
Cl -0.66107 6.46497 6.37379 0.504
Cl 0.28028 3.91848 7.40014 0.535
H 1.42632 5.46534 6.07031 0.010
C 1.97183 9.61565 3.52481 -1.543
Cl 2.18951 8.87787 1.93809 0.519
Cl 1.05850 8.55331 4.60050 0.498
Cl 3.53108 10.03388 4.23655 0.528
H 1.40602 10.52804 3.39648 0.012
C -13.91555 2.38615 2.58485 -1.517
Cl -13.97657 1.43602 1.10376 0.517
Cl -12.48204 1.96779 3.53121 0.562
Cl -13.93667 4.11144 2.22528 0.537
H -14.78935 2.15098 3.17650 0.013
C 4.43224 -9.93796 2.41510 -1.546
Cl 4.06652 -10.52635 0.79267 0.509
Cl 3.21614 -8.78476 2.96956 0.513
Cl 4.57967 -11.27941 3.55082 0.527
H 5.38333 -9.42529 2.37688 0.011

***

56
Properties=species:S:1:pos:R:3:lowdin_charge:R:1 method="wB97M-V/def2-TZVPD" gap_ev=5.14 energy_ev=-85225.78058 homo_energy_ha=-0.051 total_charge=-2 max_force_ev_per_a=3.579 de_lowest_ev=1.054 molar_mass_g_mol=562.03 spin_multiplicity=1
K -0.47485 0.11016 0.03033 0.721
C 0.31987 3.60860 -1.39255 -0.080
N -0.89296 2.85987 -1.05255 -0.322
C -1.54192 2.46748 -2.30573 -0.116
C -1.63771 3.35282 0.05169 -0.240
C -0.81962 3.70374 1.31611 -0.277
N 0.02146 2.63231 1.74469 0.016
C 0.59926 2.77234 2.90373 -0.211
C 0.94759 1.57966 3.73301 -0.143
F 0.90924 0.46054 2.96623 0.032
C 1.27697 1.54951 5.04198 -0.297
F 1.51379 0.40122 5.65991 0.081
C 1.40259 2.78418 5.71652 0.007
C 1.42738 3.93660 4.85331 -0.259
F 1.77039 5.09206 5.46396 0.033
C 1.18650 3.91687 3.52087 -0.161
F 1.31869 5.11037 2.83646 0.019
H 0.06569 4.48131 -2.03650 0.079
H 0.99170 2.95982 -1.96714 0.071
H 0.87957 3.91833 -0.51642 0.079
H -1.86739 3.39616 -2.96091 0.097
H -2.50780 1.93979 -2.14517 0.081
H -0.84193 1.78630 -2.81139 0.068
H -2.46982 2.66172 0.34954 0.121
H -2.11634 4.27731 -0.33542 0.107
H -1.64206 3.88616 2.11061 0.133
H -0.29960 4.63596 1.20007 0.077
H 1.56725 2.84606 6.81021 0.103
O -1.67789 -2.04960 -1.57339 -0.580
S -0.42157 -2.53154 -2.29483 0.949
C -1.16067 -3.10205 -3.81936 -0.334
C -0.55337 -4.47192 -4.21837 -0.236
C 0.15755 -5.08964 -3.00898 -0.256
C -0.14054 -4.27975 -1.74304 -0.300
H -0.95295 -2.43196 -4.63936 0.075
H -2.25424 -3.09497 -3.58416 0.102
H 0.13927 -4.30489 -5.06871 0.100
H -1.35014 -5.08664 -4.66580 0.101
H 1.22313 -5.19460 -3.18526 0.096
H -0.23229 -6.10057 -2.81338 0.106
H 0.73447 -4.27964 -1.05533 0.096
H -1.14203 -4.63341 -1.29074 0.117
Cl 3.84122 1.68640 -3.01668 0.470
C 2.93728 0.08842 -2.91663 -0.440
C 1.95312 0.13703 -1.75639 -0.800
O 0.78304 -0.09924 -2.22266 -0.260
O 2.27084 0.33873 -0.57674 -0.050
H 3.77223 -0.54624 -2.70761 0.048
H 2.55314 -0.13154 -3.85170 0.035
N -1.18107 -1.61050 2.08023 0.088
C -1.22456 -2.66971 2.57797 -0.224
C -1.28274 -3.98687 3.06388 -0.318
C -1.27225 -5.04638 2.12285 -0.266
N -1.34412 -5.96622 1.38961 0.071
C -1.54867 -4.22853 4.42594 -0.282
N -1.71213 -4.44139 5.56318 0.073

***

47
Properties=species:S:1:pos:R:3:lowdin_charge:R:1 method="wB97M-V/def2-TZVPD" gap_ev=8.65 energy_ev=-43952.86334 homo_energy_ha=-0.300 total_charge=0 max_force_ev_per_a=0.684 de_lowest_ev=0.038 molar_mass_g_mol=377.84 spin_multiplicity=1
C -4.25312 -2.12246 1.36582 -0.106
O -4.48204 -2.29903 -0.01240 -0.219
C -5.83241 -2.53049 -0.35831 -0.228
C -6.75064 -1.30953 -0.23691 -0.151
C -6.39095 -0.19942 -1.23152 -0.176
N -5.05335 0.29996 -1.03316 0.063
C -4.80328 1.39652 -0.27448 -0.503
O -5.69044 2.13350 0.12382 0.048
C -3.37913 1.68095 0.00677 0.016
C -2.38896 0.78208 0.02475 -0.039
C -0.99885 1.03285 0.35768 -0.224
C -0.48190 2.30944 0.60570 -0.015
C 0.84457 2.48672 0.91788 0.012
C 1.71264 1.39419 0.99730 -0.254
O 2.99829 1.69083 1.32574 -0.036
C 3.95222 0.65711 1.37595 -0.147
C 4.23087 0.01278 0.03719 -0.163
C 4.32866 0.78491 -1.11809 -0.216
F 4.20108 2.11817 -1.02711 0.096
C 4.56522 0.23896 -2.36658 0.002
C 4.72504 -1.12954 -2.48052 -0.069
C 4.65340 -1.93176 -1.35621 -0.109
C 4.40856 -1.36078 -0.11720 -0.605
Cl 4.33148 -2.40705 1.26035 0.725
C 1.21592 0.11894 0.74940 0.003
C -0.11893 -0.04708 0.43427 -0.021
H -4.72208 -2.92446 1.94721 0.092
H -4.62450 -1.15647 1.72416 0.088
H -3.17437 -2.16007 1.50917 0.086
H -6.23327 -3.34770 0.26035 0.119
H -5.80034 -2.86592 -1.39928 0.125
H -6.70309 -0.90734 0.77609 0.111
H -7.77497 -1.63442 -0.42337 0.115
H -7.06956 0.64649 -1.09607 0.119
H -6.47814 -0.57461 -2.25599 0.122
H -4.30804 -0.35491 -1.20958 0.116
H -3.20698 2.70899 0.29023 0.109
H -2.60139 -0.25630 -0.20130 0.096
H -1.12653 3.17183 0.54712 0.109
H 1.24794 3.46902 1.10582 0.122
H 3.65800 -0.10835 2.10434 0.096
H 4.86369 1.14786 1.73634 0.148
H 4.62531 0.89079 -3.22306 0.121
H 4.91075 -1.57311 -3.44570 0.110
H 4.78375 -2.99933 -1.43263 0.103
H 1.85206 -0.75026 0.79793 0.095
H -0.48777 -1.04538 0.24340 0.114

***

52
Properties=species:S:1:pos:R:3:lowdin_charge:R:1 method="wB97M-V/def2-TZVPD" gap_ev="6.11 / 5.65" energy_ev=-92857.78575 homo_energy_ha="-0.124 / -0.123" total_charge=-1 max_force_ev_per_a=0.759 de_lowest_ev=0.000 molar_mass_g_mol=498.50 spin_multiplicity=5
Co -1.72201 -1.20328 -0.03779 0.115
C 1.60417 -3.32136 1.99143 -0.048
C 0.58372 -2.26272 1.66656 -0.264
N -0.13997 -2.29752 0.58309 -0.044
N -0.08420 -3.41780 -0.25553 -0.040
C 0.72562 -3.44140 -1.33595 -0.938
N 0.20655 -4.18046 -2.36258 0.081
S 2.23598 -2.72746 -1.41084 0.557
C 0.38643 -1.19057 2.59652 -0.122
C 0.97255 -1.23460 3.88658 -0.044
C 0.55465 -0.44715 4.91512 -0.096
C -0.54483 0.43316 4.69656 -0.085
C -1.03311 0.54899 3.43785 -0.076
N -0.51466 -0.12677 2.37591 -0.060
H 1.75899 -3.96505 1.13324 0.040
H 1.26509 -3.92648 2.83544 0.089
H 2.56165 -2.86979 2.24800 0.082
H -1.04957 -3.72532 -0.40849 0.040
H 0.74075 -4.12231 -3.21278 0.072
H -0.79987 -4.15917 -2.47169 0.086
H 1.75517 -1.96059 4.05105 0.097
H 1.01719 -0.51901 5.88990 0.092
H -0.99412 0.99857 5.49928 0.093
H -1.84085 1.22127 3.18591 0.136
N -0.94372 0.25369 1.09843 -0.057
C -0.72801 1.58546 0.82079 -0.317
C 0.22736 2.39800 1.46063 -0.050
C 0.40167 3.72496 1.08351 -0.127
C -0.35659 4.29366 0.07003 -0.143
C -1.30664 3.49621 -0.57057 -0.106
C -1.49162 2.17760 -0.20768 -0.056
H 0.84022 1.98371 2.25088 0.105
H 1.14897 4.32145 1.59492 0.095
H -0.21747 5.32867 -0.21334 0.087
H -1.91580 3.91632 -1.36239 0.100
H -2.25562 1.57392 -0.68514 0.103
S -3.35467 -2.43845 -0.57731 -0.289
N 1.93482 2.62403 -1.84973 0.193
C 1.54681 2.18725 -3.07659 -0.495
O 2.04236 2.59496 -4.11368 0.041
C 0.45684 1.15941 -3.07471 -0.121
C -0.36880 1.02946 -4.17975 -0.003
C -1.39291 0.10170 -4.14093 -0.041
C -1.56315 -0.66884 -2.99696 -0.137
N -0.74416 -0.57062 -1.94307 0.025
C 0.23982 0.32154 -1.99349 -0.106
H 2.59114 3.38490 -1.82947 0.111
H 1.32162 2.51007 -1.05709 0.062
H -0.19500 1.66396 -5.03995 0.119
H -2.07233 -0.01944 -4.97384 0.101
H -2.38230 -1.37234 -2.86321 0.029
H 0.89182 0.33554 -1.12709 0.114